A 2-piece molecular cluster, C5H8FN overall. Source: the OMol25 dataset; level of theory: ωB97M-V/def2-TZVPD.

## Properties
ΔE to the lowest compared entry with this formula, charge and spin: 413.0 kJ/mol
Largest force on an atom: 0.07843 hartree/bohr
LUMO (spin up / spin down): -1.056 / -0.949 eV
DFT total energy: -9517.5084 eV

Geometry as XYZ:
```
15
Properties=species:S:1:pos:R:3:forces:R:3
C -1.9033 -0.7281 -0.0528 0.541 0.940 0.007
C 1.0404 -0.6074 0.7489 1.333 -3.806 0.000
C 0.5874 0.4672 -1.4345 -2.610 -0.952 1.141
C -1.1202 0.4145 0.4042 -1.653 0.869 1.972
C 0.3240 0.5129 0.0762 0.971 1.174 1.048
N -2.5337 -1.5469 -0.5556 -0.021 -0.230 0.178
F -1.8836 1.5857 0.2733 1.279 -1.659 0.072
H 0.7972 -0.7218 1.8299 0.221 0.128 -0.811
H 2.1342 -0.5558 0.6300 -0.253 0.639 0.215
H 0.9309 -1.6933 0.2306 -0.593 2.393 1.106
H -0.3489 0.8388 -1.8779 0.653 -0.246 -0.640
H 1.3934 1.0602 -1.6731 1.763 1.305 -0.729
H 0.7919 -0.5814 -1.6369 -0.203 0.104 -0.704
H -0.9720 0.0948 2.4898 -0.380 0.334 -2.138
H 0.7625 1.4606 0.5480 -1.049 -0.994 -0.716
```
Positions in Å, forces in eV/Å.

---

A 2-piece molecular cluster, C3H11N2S overall. Source: the OMol25 dataset; level of theory: ωB97M-V/def2-TZVPD.

## Properties
Charge: +1
ΔE to the lowest compared entry with this formula, charge and spin: 317.0 kJ/mol
Largest force on an atom: 0.11983 hartree/bohr
LUMO (spin up / spin down): -4.079 / -8.301 eV
Spin multiplicity: 3
DFT total energy: -17090.2596 eV

Geometry as XYZ:
```
17
Properties=species:S:1:pos:R:3:forces:R:3
C 2.7567 -0.5727 -0.3924 -1.812 -0.698 0.033
C 2.1840 0.3869 0.7480 1.146 -0.021 -2.085
C 0.6743 0.5540 0.7043 1.273 0.641 2.510
N -2.7963 -0.5891 -0.6433 2.640 -0.210 -3.105
N -0.0952 -0.0764 -0.0668 0.273 1.018 -2.358
S -3.8629 0.0238 0.4586 -2.172 4.059 4.096
H 3.8313 -0.5828 -0.2676 0.155 -0.362 -0.030
H 2.5706 -0.1183 -1.4250 0.116 -0.701 1.292
H 2.3015 -1.6912 -0.3470 1.163 2.711 -0.100
H 2.4248 -0.0040 1.7287 -0.153 -0.335 0.316
H 2.8384 1.3121 0.7019 -1.332 -0.550 0.008
H 0.2964 1.1248 1.5687 -0.262 -0.354 -0.267
H -3.0172 -0.6679 -1.6098 -0.775 -1.505 -1.638
H -3.7815 1.5472 0.4126 -0.961 -1.912 0.683
H 0.5575 -0.2258 -0.8683 -0.892 -1.276 0.286
H -1.7585 -0.2481 -0.5591 0.009 -0.619 1.263
H -5.1239 -0.1725 -0.1436 1.584 0.116 -0.903
```
Positions in Å, forces in eV/Å.

---

One molecule with the formula C3H6OS. Source: the OMol25 dataset; level of theory: ωB97M-V/def2-TZVPD.

## Properties
SMILES string: CSCC=O
ΔE to the lowest compared entry with this formula, charge and spin: 133.6 kJ/mol
Largest force on an atom: 0.09460 hartree/bohr
LUMO: 0.813 eV
DFT total energy: -16089.6058 eV

Geometry as XYZ:
```
11
Properties=species:S:1:pos:R:3:forces:R:3
C 0.9932 -0.5647 -1.6726 0.042 -0.596 0.928
S -0.3270 0.4813 -1.0140 -0.066 -1.166 1.043
C -0.3009 -0.1130 0.7810 0.056 2.304 0.772
C -1.2218 0.9835 1.4896 1.452 -4.350 1.624
O -1.6740 0.7611 2.5946 0.145 1.124 -1.545
H 0.6373 -1.5382 -2.0091 -0.230 -0.163 0.541
H 1.6799 -0.6752 -0.7865 -0.093 0.031 -1.525
H 1.3909 -0.1663 -2.5967 0.529 0.684 0.281
H -0.6580 -1.0894 1.1572 0.257 0.221 -0.969
H 0.7360 0.1189 1.2125 -1.216 -0.541 -0.691
H -1.2559 1.8021 0.8439 -0.875 2.453 -0.458
```
Positions in Å, forces in eV/Å.

---

An isolated ion of composition CH4IN2 and charge +1. Source: the OMol25 dataset; level of theory: ωB97M-V/def2-TZVPD.

## Properties
SMILES string: NC(=[NH2+])I
Charge: +1
ΔE to the lowest compared entry with this formula, charge and spin: 44.4 kJ/mol
Largest force on an atom: 0.09226 hartree/bohr
LUMO: -4.591 eV
DFT total energy: -12175.4654 eV

Geometry as XYZ:
```
8
Properties=species:S:1:pos:R:3:forces:R:3
N -0.3155 -1.1514 0.0372 3.805 -2.585 -1.162
C -0.7976 0.0730 0.0147 -2.806 -1.024 -0.266
N -0.1269 1.1960 -0.0307 2.196 0.024 0.397
I -2.9551 -0.0103 0.0005 1.133 0.551 0.067
H 0.7205 -1.3501 -0.1194 -1.280 1.365 0.617
H -0.6501 -2.1471 -0.1832 -1.168 2.679 0.625
H 0.9239 1.1620 -0.0066 -1.411 -0.077 -0.107
H -0.4780 2.1483 0.1198 -0.469 -0.934 -0.171
```
Positions in Å, forces in eV/Å.

---

A 3-piece molecular cluster, C5H12O2 overall. Source: the OMol25 dataset; level of theory: ωB97M-V/def2-TZVPD.

## Properties
SMILES string: C=C/C=C/C.O.O
ΔE to the lowest compared entry with this formula, charge and spin: 207.5 kJ/mol
Largest force on an atom: 0.02648 hartree/bohr
LUMO: 0.650 eV
DFT total energy: -9472.9852 eV

Geometry as XYZ:
```
19
Properties=species:S:1:pos:R:3:forces:R:3
C -0.8956 -2.3158 -1.0000 -1.070 0.691 0.481
C -1.1295 -1.2289 -1.7371 0.514 -0.415 -0.064
C -0.1366 -0.2378 -2.1414 -0.535 0.554 0.530
C -0.3689 0.5664 -3.1768 0.544 -0.637 -0.474
C 0.5004 1.7232 -3.5778 0.465 -0.656 0.872
H -1.7661 -2.9295 -0.8324 0.064 -0.412 0.267
H -0.0399 -2.4787 -0.3614 0.422 -0.162 -0.499
H -2.1491 -1.0283 -2.0594 0.143 -0.318 -0.389
H 0.7081 -0.1014 -1.4805 0.272 0.103 0.024
H -1.1423 0.1849 -3.8366 -0.415 0.688 -0.070
H 1.3869 1.6572 -2.9284 -0.138 0.318 -0.184
H 0.8683 1.6660 -4.6017 -0.337 0.188 -0.094
H -0.0043 2.6638 -3.3502 0.071 0.068 -0.380
O 1.2648 0.8162 5.8453 0.038 -0.204 -0.256
H 1.8646 1.0839 5.1417 0.159 0.114 0.143
H 0.9611 -0.0453 5.5270 -0.133 0.127 0.131
O 0.1168 0.0904 3.2059 -0.546 1.130 -0.308
H -0.6894 0.2288 2.6876 0.004 -0.791 -0.125
H 0.2434 1.0276 3.4314 0.477 -0.385 0.394
```
Positions in Å, forces in eV/Å.

---

C31H46BiBrF6N5O4 as an isolated structure. Source: the OMol25 dataset; level of theory: ωB97M-V/def2-TZVPD.

## Properties
Charge: +1
ΔE to the lowest compared entry with this formula, charge and spin: 23.9 kJ/mol
Largest force on an atom: 0.00477 hartree/bohr
LUMO: -2.282 eV
DFT total energy: -140718.7957 eV

Geometry as XYZ:
```
94
Properties=species:S:1:pos:R:3:forces:R:3
Bi 0.4949 -0.7409 -0.0006 -0.051 -0.001 0.017
C 0.3607 2.2982 1.7443 0.010 0.001 0.026
C 1.3298 2.3211 0.5638 0.003 0.091 0.013
N 2.0205 1.0393 0.3417 0.015 -0.230 -0.058
C 3.0945 0.6645 1.2685 0.101 0.017 0.069
C 2.5392 0.1350 2.5855 0.024 0.026 0.053
N 1.4518 -0.8181 2.3392 -0.052 -0.124 -0.014
C 0.3506 -0.7697 3.3054 -0.015 -0.007 0.079
C -0.6014 0.4349 3.0744 -0.016 0.029 0.075
N -0.4511 1.0778 1.7667 -0.153 0.020 -0.190
H -0.2727 3.1874 1.6762 0.013 0.000 -0.012
H 0.9038 2.3932 2.6834 -0.005 0.005 0.002
H 2.0641 3.1198 0.7065 -0.014 -0.003 -0.018
H 0.7849 2.5354 -0.3581 -0.014 -0.024 -0.002
H 2.3685 1.0198 -0.6175 0.024 0.025 -0.006
H 3.7624 1.5112 1.4518 -0.021 -0.010 0.012
H 3.6731 -0.1194 0.7749 -0.021 0.000 0.005
H 2.1577 0.9443 3.2041 0.005 0.006 -0.011
H 3.3491 -0.3297 3.1523 -0.006 0.005 -0.012
H 1.8253 -1.7598 2.2921 0.041 -0.028 0.020
H 0.7371 -0.7392 4.3285 -0.044 -0.024 -0.006
H -0.2023 -1.7045 3.2050 0.010 0.016 -0.033
H -0.4810 1.1674 3.8778 0.034 -0.006 -0.034
H -1.6258 0.0689 3.1525 0.006 0.026 0.031
H -1.3852 1.2793 1.3864 0.081 0.002 0.078
C 0.6939 -0.7641 -8.2350 0.013 0.016 -0.003
C -0.3615 -0.2626 -7.2501 -0.015 -0.012 -0.017
C -1.5766 -1.1969 -7.3281 0.003 -0.012 -0.001
C -0.7808 1.1538 -7.6657 0.009 0.003 0.014
C 0.1593 -0.2349 -5.8149 -0.021 0.007 -0.015
C -0.6854 0.1672 -4.7860 -0.025 0.034 0.017
C -0.2117 0.1833 -3.4956 0.030 -0.017 0.004
Br -1.3807 0.8543 -2.1297 -0.046 -0.044 -0.071
C 1.0815 -0.2100 -3.1268 0.061 0.034 -0.052
O 1.4667 -0.1655 -1.8389 -0.050 0.128 -0.069
C 1.9640 -0.5599 -4.1647 -0.070 -0.030 0.099
C 1.4598 -0.5656 -5.4677 -0.015 0.009 -0.019
C 3.4699 -0.8437 -4.0125 0.077 0.048 -0.007
C 3.8395 -2.1682 -4.6983 -0.001 0.002 -0.019
C 4.0019 -0.9200 -2.5768 -0.002 0.000 0.002
C 4.2228 0.3012 -4.7143 -0.008 -0.004 0.008
H 0.2650 -0.7991 -9.2369 -0.005 0.001 -0.009
H 1.0344 -1.7701 -7.9845 0.000 -0.022 -0.001
H 1.5616 -0.1028 -8.2733 0.006 0.003 0.010
H -1.9566 -1.2347 -8.3503 -0.001 0.002 -0.011
H -2.3897 -0.8584 -6.6850 -0.008 0.005 0.012
H -1.3067 -2.2100 -7.0258 0.002 -0.011 -0.001
H -1.1634 1.1500 -8.6874 -0.003 -0.006 -0.017
H 0.0680 1.8381 -7.6205 0.009 0.008 -0.002
H -1.5659 1.5465 -7.0182 -0.015 0.006 0.006
H -1.7010 0.4802 -4.9850 -0.016 -0.006 -0.002
H 2.1432 -0.8308 -6.2602 -0.004 -0.021 -0.002
H 3.3121 -3.0089 -4.2506 -0.014 -0.017 0.017
H 4.9117 -2.3431 -4.5934 0.010 -0.002 0.004
H 3.6174 -2.1620 -5.7640 -0.013 0.001 -0.026
H 3.5116 -1.6939 -1.9900 -0.016 0.018 0.021
H 3.8885 0.0314 -2.0568 0.017 0.014 0.007
H 5.0701 -1.1423 -2.6246 0.003 -0.015 -0.005
H 3.9663 0.3640 -5.7718 0.006 0.004 -0.007
H 5.3005 0.1448 -4.6373 0.010 -0.011 0.003
H 3.9833 1.2622 -4.2544 -0.004 0.006 0.008
C 2.9938 -4.4676 -0.1981 -0.054 -0.111 -0.034
C 1.6897 -3.6785 -0.1585 0.115 0.058 0.010
O 1.9547 -2.3366 0.0636 0.044 -0.002 0.078
C 0.8156 -4.2096 1.0028 -0.150 0.076 0.093
F -0.3363 -3.4868 1.1221 0.124 -0.020 -0.035
F 1.4641 -4.0459 2.1729 0.043 0.056 -0.036
F 0.4739 -5.4861 0.9083 0.040 0.019 -0.055
C 0.9516 -3.8472 -1.5045 -0.153 -0.115 0.050
F 0.5566 -5.0981 -1.7367 0.012 0.064 0.015
F -0.1627 -3.0599 -1.5401 0.010 -0.005 -0.024
F 1.7181 -3.4568 -2.5169 0.072 0.029 -0.030
H 3.5299 -4.3136 0.7351 -0.015 0.002 0.016
H 3.6044 -4.0951 -1.0165 0.009 0.015 -0.019
H 2.8115 -5.5334 -0.3382 0.021 0.017 -0.006
O -2.1648 6.5604 -2.4499 0.016 0.014 0.033
C -3.2295 5.8650 -3.0771 -0.037 0.031 -0.064
N -3.4642 4.6461 -2.3617 0.062 0.001 0.043
C -4.4842 4.5169 -1.4675 -0.126 -0.038 -0.122
O -5.4044 5.3013 -1.3730 0.070 -0.002 0.067
C -4.4348 3.2807 -0.6178 -0.030 -0.054 0.082
C -5.6208 2.6451 -0.2662 0.113 -0.016 0.010
C -5.5555 1.5160 0.5310 0.012 0.037 -0.038
C -4.3130 1.0810 0.9674 -0.082 -0.070 0.052
N -3.1725 1.7002 0.6698 0.041 -0.010 0.027
C -3.2466 2.7778 -0.1108 -0.012 0.109 -0.038
H -2.2822 7.5058 -2.5829 -0.003 0.000 0.001
H -2.9652 5.6293 -4.1112 -0.003 -0.009 0.037
H -4.1570 6.4353 -3.0506 0.011 -0.005 -0.027
H -2.7665 3.9234 -2.4156 0.009 -0.024 -0.016
H -6.5618 3.0441 -0.6195 -0.016 0.012 -0.007
H -6.4472 0.9777 0.8179 -0.012 0.002 0.003
H -4.2340 0.1996 1.5942 0.000 0.007 -0.009
H -2.3087 3.2830 -0.3204 0.011 0.004 -0.017
```
Positions in Å, forces in eV/Å.

---

- Which value of largest force on an atom does entry 6 give?
  0.00477 hartree/bohr